(1)
{"formula": "C22H16AsCoN2O2Se5", "method": "ωB97M-V with the def2-TZVPD basis set", "total_charge": -2, "homo_lumo_gap_ev": [5.650, 4.973], "mol_weight_da": 869.0, "spin_multiplicity": 5, "e_homo_ev": [-1.6, -1.6], "species": ["Co", "Se", "Se", "Se", "Se", "C", "C", "O", "O", "H", "H", "H", "C", "C", "C", "C", "C", "C", "As", "C", "C", "C", "C", "C", "C", "C", "C", "C", "C", "C", "C", "H", "H", "H", "H", "H", "H", "H", "H", "H", "H", "H", "H", "H", "N", "C", "Se", "C", "N"], "coordinates": [[0.480, 0.707, 3.309], [-0.974, 3.664, 5.599], [-1.328, 4.096, 7.741], [-1.490, 0.155, 6.840], [-0.007, 1.455, 5.674], [-2.267, 3.127, 1.388], [-1.097, 2.501, 2.125], [-0.286, 3.218, 2.716], [-1.051, 1.220, 2.096], [-2.043, 4.162, 1.133], [-3.137, 3.108, 2.048], [-2.516, 2.552, 0.495], [-2.190, -0.538, -5.207], [-1.199, 0.337, -4.789], [-0.833, 0.400, -3.447], [-1.453, -0.412, -2.502], [-2.457, -1.281, -2.935], [-2.818, -1.354, -4.273], [-1.111, -0.316, -0.546], [0.579, 0.628, -0.654], [0.756, 2.002, -0.714], [2.039, 2.525, -0.789], [3.135, 1.671, -0.806], [2.959, 0.298, -0.740], [1.677, -0.232, -0.655], [1.336, -1.675, -0.559], [2.243, -2.726, -0.501], [1.781, -4.031, -0.408], [0.418, -4.295, -0.358], [-0.493, -3.247, -0.397], [-0.033, -1.946, -0.509], [-2.476, -0.583, -6.252], [-0.703, 0.978, -5.509], [-0.048, 1.080, -3.138], [-2.963, -1.916, -2.215], [-3.596, -2.040, -4.587], [-0.098, 2.669, -0.689], [2.186, 3.597, -0.794], [4.136, 2.081, -0.831], [3.823, -0.354, -0.726], [3.308, -2.529, -0.500], [2.489, -4.848, -0.343], [0.066, -5.312, -0.247], [-1.553, -3.450, -0.305], [3.488, 1.563, 2.690], [2.391, 1.270, 2.913], [0.323, -4.255, 3.425], [0.313, -2.442, 3.387], [0.292, -1.283, 3.346]], "forces_ev_per_angstrom": [[-0.324, 0.183, -0.284], [0.053, -0.009, -0.199], [-0.063, 0.044, 0.101], [0.032, 0.061, -0.105], [0.085, -0.096, 0.469], [-0.013, 0.016, -0.051], [-0.285, -0.033, -0.252], [0.133, -0.044, 0.108], [0.370, 0.072, 0.311], [-0.007, 0.000, 0.008], [0.006, -0.004, 0.006], [0.004, -0.012, 0.013], [-0.006, -0.009, 0.050], [0.008, -0.010, 0.060], [0.000, -0.067, -0.054], [-0.111, 0.066, -0.008], [0.049, 0.016, -0.048], [0.045, 0.032, 0.033], [-0.051, -0.166, -0.208], [-0.133, 0.106, 0.001], [0.024, -0.037, 0.004], [0.035, -0.040, 0.019], [-0.053, 0.003, 0.013], [0.035, 0.005, 0.018], [0.012, -0.291, 0.001], [0.124, 0.255, -0.012], [0.009, -0.042, 0.011], [-0.057, 0.045, -0.039], [0.050, 0.038, -0.043], [0.037, 0.000, -0.005], [-0.096, 0.036, 0.057], [0.005, -0.005, -0.005], [0.007, 0.000, -0.001], [-0.009, 0.011, -0.002], [-0.012, 0.011, 0.012], [0.005, -0.007, 0.003], [-0.013, -0.004, 0.052], [0.008, 0.007, -0.016], [0.016, 0.007, 0.021], [-0.003, 0.009, 0.026], [-0.001, -0.001, -0.015], [-0.001, 0.001, 0.021], [0.004, 0.013, 0.030], [0.003, -0.002, 0.002], [0.043, 0.022, -0.023], [-0.046, -0.099, -0.050], [0.004, 0.392, 0.038], [-0.071, -0.473, -0.061], [0.148, 0.003, -0.004]], "mulliken_spin": [2.76, 0.34, 0.65, 0.02, 0.05, 0.00, -0.01, 0.02, 0.04, 0.00, 0.00, 0.00, 0.00, 0.00, 0.00, 0.00, 0.00, 0.00, 0.01, 0.03, 0.00, 0.00, 0.00, -0.01, -0.01, 0.00, 0.00, 0.00, 0.00, 0.00, 0.00, 0.00, 0.00, 0.00, 0.00, 0.00, 0.00, 0.00, 0.00, 0.00, 0.00, 0.00, 0.00, 0.00, 0.03, 0.02, 0.01, 0.01, 0.03]}

---

(2)
{"formula": "C22H16BrCl2N3O2", "method": "ωB97M-V with the def2-TZVPD basis set", "total_charge": 0, "homo_lumo_gap_ev": 8.828, "smiles": "[H]/N=C(/N=C(\\O)[C@H](NC(=O)c1ccc(Cl)c(Br)c1)c1ccc(Cl)cc1)c1ccccc1", "mol_weight_da": 505.2, "spin_multiplicity": 1, "e_homo_ev": -9.1, "relative_energy_kcal_mol": 3.4, "species": ["H", "N", "C", "N", "C", "O", "C", "N", "C", "O", "C", "C", "C", "C", "Cl", "C", "Br", "C", "C", "C", "C", "C", "Cl", "C", "C", "C", "C", "C", "C", "C", "C", "H", "H", "H", "H", "H", "H", "H", "H", "H", "H", "H", "H", "H", "H", "H"], "coordinates": [[-3.758, 1.063, -2.893], [-3.100, 0.357, -2.536], [-2.353, 0.784, -1.561], [-1.465, -0.055, -0.928], [-1.265, -1.316, -1.238], [-1.952, -1.958, -2.242], [-0.105, -2.096, -0.531], [0.570, -1.394, 0.581], [0.576, -1.806, 1.914], [0.149, -2.952, 2.168], [1.011, -0.889, 2.952], [1.114, 0.499, 2.662], [1.625, 1.329, 3.655], [1.982, 0.850, 4.895], [2.449, 1.997, 6.131], [1.914, -0.543, 5.172], [2.462, -1.160, 6.858], [1.421, -1.397, 4.182], [1.039, -2.356, -1.508], [1.514, -3.638, -1.699], [2.632, -3.871, -2.539], [3.200, -2.814, -3.241], [4.520, -3.134, -4.342], [2.692, -1.511, -3.092], [1.646, -1.274, -2.216], [-2.438, 2.203, -1.174], [-2.011, 2.642, 0.093], [-2.154, 3.973, 0.439], [-2.689, 4.907, -0.457], [-3.139, 4.465, -1.733], [-2.953, 3.143, -2.109], [-2.634, -1.321, -2.572], [-0.571, -3.033, -0.242], [0.825, -0.450, 0.484], [0.825, 0.902, 1.714], [1.697, 2.408, 3.464], [1.336, -2.457, 4.394], [1.082, -4.456, -1.122], [3.105, -4.842, -2.581], [3.124, -0.740, -3.683], [1.234, -0.273, -2.072], [-1.663, 1.911, 0.794], [-1.853, 4.253, 1.449], [-2.811, 5.956, -0.179], [-3.552, 5.220, -2.415], [-3.277, 2.875, -3.092]], "forces_ev_per_angstrom": [[0.523, -0.496, 0.309], [-0.005, -0.244, 0.468], [-1.324, -0.773, -1.947], [1.210, -1.256, 0.725], [-0.995, 1.767, -1.115], [1.861, 0.021, 2.277], [0.297, 0.770, -0.694], [-1.080, -0.748, 1.748], [-2.417, -3.586, -2.088], [0.921, 1.704, 0.127], [0.889, 1.906, -0.220], [0.595, -1.355, 1.597], [-0.467, 0.926, -0.794], [0.067, -0.927, 0.778], [-0.041, -0.388, -0.503], [-0.232, 1.209, -0.684], [-0.088, -0.290, -0.113], [0.132, 0.315, 0.625], [-0.007, 0.485, -1.215], [0.916, -0.119, -0.177], [-0.279, 0.540, 0.442], [-0.691, -0.110, 0.402], [-0.225, 0.190, 0.260], [-0.110, -0.890, 0.277], [-0.597, -0.931, 0.445], [0.416, 1.118, 0.204], [-0.814, -0.181, -1.321], [-0.005, 0.618, 0.186], [-0.428, -0.726, -0.531], [0.866, 0.779, 1.010], [-0.029, 0.174, 1.438], [-0.059, 0.597, -0.095], [0.381, -0.117, 0.595], [0.124, 0.995, -0.961], [-0.156, 0.252, -0.223], [0.002, -0.507, 0.164], [0.006, 0.060, -0.204], [0.122, 0.122, -0.264], [-0.212, -0.123, -0.160], [0.239, 0.652, -0.252], [0.220, -0.174, -0.176], [0.256, -0.202, 0.240], [-0.083, 0.220, -0.311], [0.090, -0.393, -0.033], [0.143, -0.550, 0.184], [0.066, -0.335, -0.420]], "mulliken_charge": [0.18, -0.78, 0.77, -0.18, -0.20, -0.55, -0.21, -0.03, 0.54, -0.70, 0.74, -0.40, -0.81, 0.41, -0.20, -0.13, -0.13, -0.43, 0.17, -0.31, -0.67, 0.31, -0.21, -0.80, -0.20, 0.50, -0.38, -0.54, -0.39, -0.68, -0.58, 0.48, 0.73, 0.18, 0.11, 0.38, 0.53, 0.38, 0.40, 0.44, 0.34, 0.50, 0.37, 0.36, 0.35, 0.37]}

---

(3)
{"formula": "C22H16BrCuN4", "method": "ωB97M-V with the def2-TZVPD basis set", "total_charge": 1, "homo_lumo_gap_ev": [6.473, 5.685], "mol_weight_da": 479.8, "spin_multiplicity": 2, "e_homo_ev": [-10.9, -10.9], "relative_energy_kcal_mol": 4.4, "species": ["Cu", "C", "C", "C", "C", "C", "Br", "N", "C", "H", "H", "H", "H", "H", "H", "N", "C", "C", "C", "C", "C", "C", "C", "C", "C", "C", "C", "C", "N", "C", "C", "C", "C", "N", "H", "H", "H", "H", "H", "H", "H", "H", "H", "H"], "coordinates": [[-1.308, -0.259, -1.325], [-2.073, -5.281, 0.624], [-2.550, -4.207, -0.316], [-3.644, -4.377, -1.160], [-4.056, -3.363, -2.012], [-3.343, -2.187, -1.991], [-3.798, -0.734, -3.093], [-2.290, -1.993, -1.198], [-1.906, -2.985, -0.376], [-2.697, -6.169, 0.550], [-2.100, -4.935, 1.657], [-1.047, -5.571, 0.397], [-4.185, -5.315, -1.151], [-4.903, -3.480, -2.670], [-1.050, -2.775, 0.255], [6.168, 2.727, 4.385], [5.305, 2.547, 3.650], [4.218, 2.309, 2.727], [2.936, 2.083, 3.205], [1.903, 1.846, 2.318], [2.101, 1.867, 0.928], [3.424, 2.002, 0.484], [4.463, 2.243, 1.361], [0.953, 1.609, 0.008], [-0.357, 1.714, 0.531], [-0.837, 2.584, 1.540], [-2.217, 2.507, 1.549], [-2.566, 1.574, 0.571], [-1.473, 1.126, -0.058], [1.144, 1.269, -1.364], [2.099, 1.734, -2.290], [1.720, 1.301, -3.554], [0.552, 0.573, -3.387], [0.191, 0.562, -2.092], [2.752, 2.068, 4.270], [0.941, 1.590, 2.727], [3.672, 1.886, -0.553], [5.471, 2.359, 0.989], [-0.237, 3.270, 2.113], [-2.902, 3.070, 2.161], [-3.551, 1.224, 0.300], [2.905, 2.414, -2.086], [2.209, 1.512, -4.490], [-0.035, 0.063, -4.136]], "forces_ev_per_angstrom": [[0.246, 0.018, -0.219], [-0.045, 0.037, -0.057], [0.028, -0.099, 0.082], [-0.077, -0.071, -0.035], [-0.010, -0.090, 0.043], [0.019, 0.052, -0.013], [0.005, 0.084, -0.057], [-0.010, -0.001, 0.174], [0.016, 0.111, -0.024], [-0.006, 0.009, -0.010], [-0.001, 0.015, -0.010], [-0.002, 0.016, -0.010], [0.007, 0.015, -0.002], [0.005, -0.012, 0.010], [-0.008, 0.005, -0.019], [-0.013, 0.011, -0.010], [-0.165, -0.048, -0.146], [0.236, 0.048, 0.185], [-0.074, -0.024, 0.039], [-0.021, -0.049, 0.025], [-0.104, -0.043, -0.130], [-0.006, 0.051, 0.033], [0.002, -0.021, -0.093], [0.104, 0.018, 0.139], [-0.058, -0.054, -0.144], [-0.097, 0.150, 0.065], [0.104, 0.106, 0.102], [0.130, -0.148, -0.169], [-0.071, -0.086, 0.119], [-0.130, -0.039, -0.071], [0.089, 0.023, -0.051], [0.126, 0.157, 0.012], [-0.170, -0.115, 0.136], [-0.095, 0.016, 0.167], [-0.007, -0.008, -0.009], [-0.029, 0.008, -0.004], [0.022, 0.043, -0.009], [-0.004, -0.005, -0.009], [-0.010, -0.010, 0.011], [0.025, -0.008, 0.003], [0.012, -0.013, 0.001], [0.013, -0.027, -0.093], [0.017, 0.000, 0.027], [0.009, -0.020, 0.019]], "mulliken_spin": [0.64, 0.00, -0.01, 0.01, 0.00, 0.01, 0.00, -0.02, 0.01, 0.00, 0.00, 0.00, 0.00, 0.00, 0.00, 0.00, 0.00, 0.00, 0.00, 0.00, 0.00, 0.00, 0.00, 0.00, 0.06, 0.00, 0.01, 0.00, 0.13, 0.05, 0.00, 0.02, -0.01, 0.10, 0.00, 0.00, 0.00, 0.00, 0.00, 0.00, 0.00, 0.00, 0.00, -0.01]}

---

(4)
{"formula": "C22H17Cl2N6O7Tm", "method": "ωB97M-V with the def2-TZVPD basis set", "total_charge": 0, "homo_lumo_gap_ev": [8.472, 8.476], "mol_weight_da": 717.3, "spin_multiplicity": 3, "e_homo_ev": [-9.1, -9.1], "relative_energy_kcal_mol": 0.0, "species": ["Tm", "O", "C", "O", "C", "C", "C", "C", "C", "N", "C", "O", "O", "H", "H", "H", "H", "H", "O", "N", "C", "C", "N", "C", "N", "C", "C", "N", "C", "C", "N", "H", "H", "H", "H", "H", "H", "Cl", "C", "H", "H", "Cl", "C", "C", "C", "C", "C", "C", "C", "O", "O", "H", "H", "H", "H"], "coordinates": [[0.427, -0.815, -0.050], [-2.697, 0.231, 3.525], [-2.006, 0.055, 2.400], [-0.805, 0.013, 2.339], [-2.851, -0.085, 1.176], [-4.224, -0.072, 1.152], [-4.840, -0.225, -0.086], [-4.066, -0.341, -1.224], [-2.680, -0.312, -1.101], [-2.107, -0.220, 0.084], [-1.663, -0.298, -2.268], [-2.083, 0.679, -3.232], [-0.460, 0.023, -1.796], [-2.052, 0.303, 4.246], [-4.790, 0.036, 2.066], [-5.921, -0.242, -0.156], [-4.536, -0.445, -2.196], [-2.927, 0.423, -3.622], [0.611, -2.808, 0.493], [-0.574, -2.615, 0.977], [-1.330, -3.638, 1.133], [-2.671, -3.435, 1.626], [-3.738, -3.273, 2.019], [-0.869, -4.973, 0.836], [-0.516, -6.044, 0.614], [4.448, -0.300, -0.036], [3.705, -0.402, -1.326], [2.428, -0.692, -1.523], [2.230, -0.688, -2.901], [3.389, -0.400, -3.530], [4.312, -0.223, -2.515], [3.908, -0.811, 0.753], [4.570, 0.744, 0.263], [5.440, -0.744, -0.137], [1.260, -0.856, -3.327], [3.641, -0.303, -4.572], [5.285, -0.004, -2.630], [-0.576, -2.789, -2.113], [-1.637, -1.660, -3.001], [-2.619, -2.122, -3.072], [-1.217, -1.515, -3.992], [0.593, 6.321, 1.007], [1.019, 4.674, 1.376], [1.718, 4.393, 2.540], [2.055, 3.078, 2.825], [1.701, 2.046, 1.963], [0.998, 2.362, 0.806], [0.654, 3.669, 0.499], [2.118, 0.629, 2.308], [2.711, 0.411, 3.342], [1.823, -0.266, 1.407], [1.993, 5.198, 3.209], [2.602, 2.821, 3.724], [0.706, 1.602, 0.105], [0.105, 3.905, -0.404]], "forces_ev_per_angstrom": [[-0.259, 1.788, -0.048], [0.149, -0.010, -0.030], [-0.357, -0.043, -0.097], [0.267, 0.049, 0.147], [0.155, -0.009, 0.139], [-0.212, 0.029, 0.062], [-0.087, -0.011, 0.006], [-0.070, -0.020, -0.051], [0.115, 0.132, -0.090], [0.265, -0.027, -0.176], [-0.077, 0.122, 0.033], [-0.003, -0.024, 0.081], [-0.102, 0.324, -0.675], [-0.038, 0.006, 0.039], [0.011, -0.014, -0.046], [0.028, 0.001, 0.005], [0.029, 0.016, 0.056], [-0.003, 0.002, 0.008], [0.526, -1.946, 0.439], [-0.102, -0.181, -0.122], [-0.500, -0.749, 0.404], [0.302, -0.036, -0.071], [0.048, 0.022, -0.048], [-0.087, 0.085, 0.135], [-0.055, 0.117, -0.025], [-0.008, -0.029, -0.086], [-0.070, -0.176, 0.036], [-0.262, 0.046, -0.121], [0.003, 0.044, 0.224], [0.225, 0.030, 0.122], [0.075, 0.024, -0.237], [-0.009, -0.009, 0.006], [-0.038, -0.021, -0.004], [-0.032, 0.036, -0.030], [-0.021, -0.006, 0.047], [0.000, -0.001, 0.093], [0.035, 0.006, 0.000], [-0.295, -0.223, -0.326], [0.019, -0.039, -0.020], [-0.018, -0.031, -0.044], [0.066, -0.005, -0.019], [0.020, -0.045, 0.022], [0.017, 0.071, 0.050], [0.042, -0.027, 0.059], [-0.020, 0.058, 0.027], [0.000, 0.062, -0.054], [0.119, 0.172, 0.232], [-0.104, -0.024, -0.054], [-0.137, -0.097, -0.387], [0.094, -0.057, 0.114], [0.388, 0.648, 0.570], [-0.013, -0.043, -0.030], [-0.014, 0.033, -0.026], [-0.042, 0.013, -0.275], [0.038, -0.033, 0.034]], "mulliken_spin": [2.03, 0.00, 0.00, 0.00, 0.00, 0.00, 0.00, 0.00, 0.00, 0.00, 0.00, 0.00, 0.00, 0.00, 0.00, 0.00, 0.00, 0.00, 0.00, 0.00, 0.00, 0.00, 0.00, 0.00, 0.00, 0.00, 0.00, 0.00, 0.00, 0.00, 0.00, 0.00, 0.00, 0.00, 0.00, 0.00, 0.00, 0.00, 0.00, 0.00, 0.00, 0.00, 0.00, 0.00, 0.00, 0.00, 0.00, 0.00, 0.00, 0.00, -0.01, 0.00, 0.00, -0.01, 0.00]}